No. 1
DFT (ωB97M-V with the def2-TZVPD basis set) results for a 5-piece molecular cluster, C29H28N5O9S overall.

Positions of all 72 atoms, in Å:
S 3.07 -0.65 3.35
O -5.50 5.38 -7.33
O 2.41 -4.22 3.30
O -5.33 7.27 -6.28
O 6.00 0.87 -2.73
O 5.10 -0.47 -1.29
O 0.32 1.50 -4.18
O -1.67 1.06 -3.46
O -2.41 -0.99 3.24
O -1.29 0.82 3.63
N 5.50 -0.20 -2.41
N -5.03 6.09 -6.45
N -0.46 1.10 -3.32
N -2.15 0.00 3.91
N 0.88 -1.60 5.12
C 0.49 -4.14 4.97
C -4.61 -0.49 6.68
C 1.48 0.71 -1.84
C -0.75 0.16 -1.06
C 2.01 0.30 -0.62
C -3.40 1.56 7.08
C -4.36 0.63 7.46
C 5.13 -3.18 -5.40
C -2.92 0.23 5.13
C 4.76 -2.44 -3.13
C 4.65 -3.42 -4.11
C 0.10 0.64 -2.05
C -2.78 3.59 -4.81
C -2.63 5.68 -3.60
C -4.06 5.50 -5.53
C 5.36 -1.22 -3.45
C 0.09 -3.76 2.34
C -3.53 6.26 -4.49
C -2.67 1.36 5.90
C 1.16 -0.18 0.37
C 1.81 -1.05 4.41
C 1.44 -2.96 5.53
C 5.71 -1.96 -5.71
C -3.68 4.16 -5.69
C 1.00 -4.51 3.47
C -0.21 -0.26 0.16
C -3.90 -0.70 5.51
C -2.26 4.35 -3.76
C 5.82 -0.97 -4.74
H 6.08 -1.77 -6.72
H -1.92 2.08 5.61
H 2.15 1.08 -2.61
H 3.08 0.35 -0.45
H -1.55 3.90 -3.06
H 1.44 -3.04 6.68
H -0.96 -3.60 2.76
H -3.82 7.30 -4.35
H -2.22 6.27 -2.79
H -5.37 -1.21 6.99
H 1.58 -0.50 1.33
H -3.21 2.43 7.69
H 0.73 -5.07 5.61
H 0.78 -5.64 3.33
H 4.39 -2.65 -2.13
H 0.60 -2.81 1.95
H 2.87 -5.06 3.05
H -0.86 -0.63 0.94
H 6.28 -0.02 -4.99
H -1.82 0.10 -1.21
H -4.08 3.56 -6.50
H -2.48 2.56 -4.93
H -4.10 -1.58 4.90
H -0.02 -4.50 1.46
H 5.04 -3.95 -6.16
H -0.62 -3.86 5.01
H -4.92 0.78 8.38
H 4.19 -4.38 -3.88

The value obtained for the energy is -2470.5143 Ha. The HOMO-LUMO gap is 2.709 eV. The charge is -1.

No. 2
DFT (ωB97M-V with the def2-TZVPD basis set) results for C29H28N8O3S2Tl as an isolated structure.

Positions of all 71 atoms, in Å:
Tl 0.13 -2.37 -0.32
S -0.90 0.86 -0.39
S 2.61 2.90 -0.31
O 3.35 3.09 -1.55
O 1.91 -4.12 0.24
O 3.45 2.88 0.87
N 2.50 0.22 2.87
N 2.53 0.20 -3.19
N -3.05 -2.35 1.12
N -6.94 -2.12 -0.39
N 1.34 -1.67 -2.96
N 2.73 -1.74 -0.27
N 1.02 -1.10 1.86
N 1.66 1.59 -0.41
C -1.21 0.03 4.59
C -3.91 -3.35 1.28
C -5.66 -2.19 0.14
C 0.14 3.36 -0.05
C 0.70 -0.84 -3.86
C -0.87 -0.67 3.44
C 1.02 0.99 4.78
C -3.47 -1.28 0.47
C 2.25 -4.89 1.32
C 0.42 -0.53 2.96
C 1.02 1.37 -4.85
C -4.75 -1.15 -0.05
C -0.44 -1.06 -4.62
C -1.09 5.37 0.33
C 2.24 -0.63 1.83
C -0.28 0.84 5.25
C 0.39 1.91 -0.28
C -5.22 -3.32 0.82
C -1.07 3.99 0.18
C 1.43 0.36 -3.99
C 0.09 6.11 0.24
C 1.34 0.31 3.61
C -0.13 1.15 -5.59
C 2.41 -1.01 -2.58
C 1.31 4.11 -0.11
C 3.28 -0.95 0.80
C 1.31 5.48 0.02
C -0.84 -0.05 -5.49
C 3.38 -1.56 -1.57
H 2.49 -5.94 1.03
H 3.64 0.01 0.43
H -2.76 -0.47 0.36
H -7.27 -1.21 -0.66
H 3.31 0.82 2.91
H 4.23 -0.88 -1.50
H 3.15 -4.51 1.86
H -3.53 -4.22 1.81
H -7.63 -2.73 0.01
H -1.58 -1.29 2.90
H 1.58 2.30 -4.93
H 3.15 0.94 -2.88
H 2.23 6.04 -0.03
H -1.72 -0.19 -6.09
H -1.96 3.38 0.24
H -0.47 1.91 -6.27
H 2.62 -2.77 0.00
H 4.13 -1.44 1.32
H -5.04 -0.26 -0.59
H -2.21 -0.05 5.00
H -0.99 -1.99 -4.54
H -2.02 5.88 0.51
H 1.74 1.61 5.29
H 0.05 7.18 0.34
H 1.45 -4.97 2.09
H -0.57 1.35 6.16
H -5.89 -4.15 1.00
H 3.73 -2.53 -1.94

The value obtained for the energy is -2754.6664 Ha. The HOMO-LUMO gap is 6.847 eV. The charge is -1.

No. 3
DFT (ωB97M-V with the def2-TZVPD basis set) results for C29H29Br69Cl2IN2 as an isolated structure.

Positions of all 132 atoms, in Å:
I 1.51 2.29 5.69
Br 3.38 -12.19 1.85
Br -3.56 -11.40 4.29
Br 0.21 -12.19 1.33
Br 7.92 7.59 -0.04
Br 0.06 -2.36 4.89
Br 5.26 2.46 6.90
Br 0.96 -9.06 -1.52
Br 6.84 5.22 1.85
Br -13.74 2.95 -13.69
Br -4.47 -14.01 5.94
Br 3.50 -9.20 -3.50
Br -3.87 0.09 -6.28
Br -1.13 -13.97 7.88
Br -6.49 2.76 -12.48
Br 4.25 -0.33 -0.36
Br 2.33 0.49 -2.82
Br -0.93 -10.76 7.69
Br -14.51 4.45 -2.95
Br 7.34 -0.88 0.32
Br -6.01 2.63 -0.90
Br 11.90 5.41 -4.23
Br -10.08 10.60 -10.97
Br -7.79 5.95 -7.78
Br 2.52 3.64 -0.61
Br 2.05 2.92 11.71
Br -0.66 -0.09 -6.20
Br -2.43 -2.63 -5.30
Br -9.38 3.15 -11.12
Br -6.10 -11.25 6.27
Br 3.90 -7.74 4.94
Br 1.34 -12.43 4.33
Br 7.31 4.51 -2.67
Br -8.03 9.03 -9.03
Br 5.61 2.72 -0.60
Br 3.94 -2.30 -2.89
Br -11.49 3.33 -3.13
Br 6.05 3.26 9.92
Br -0.33 6.12 8.40
Br 2.59 -11.82 -1.85
Br -11.15 8.23 -9.07
Br 0.47 5.21 -2.55
Br 8.47 0.13 -2.53
Br 1.21 -5.08 3.59
Br 5.61 -5.95 2.87
Br 3.98 1.00 13.43
Br 12.57 6.17 -1.17
Br -12.90 -0.08 -13.00
Br -7.26 -0.25 -1.61
Br -14.24 1.78 -10.73
Br -7.86 5.68 -12.41
Br 11.32 3.28 -1.89
Br 2.18 8.08 7.92
Br 9.96 6.02 1.89
Br -4.08 -0.91 0.22
Br 1.29 7.31 10.92
Br 3.19 0.20 10.41
Br -6.68 1.87 -3.96
Br 1.99 -4.29 6.62
Br 3.32 -7.93 1.77
Br -6.43 3.03 -7.85
Br -2.95 0.10 -2.62
Br 5.02 2.53 -3.76
Br -0.60 2.84 -0.65
Br -9.32 3.42 -6.49
Br 10.50 -0.99 -0.29
Br 1.59 -12.47 8.73
Br -0.92 -1.02 -0.39
Br -12.33 5.96 -4.78
Br 4.12 5.18 8.20
Cl 4.97 -0.49 4.49
Cl 2.58 -1.79 2.31
N 4.93 3.12 2.50
N 3.40 4.53 3.96
C -0.35 -12.36 8.63
C 1.64 -11.71 2.55
C 8.71 -1.10 -1.04
C 4.02 2.27 3.36
C 3.01 3.12 4.33
C 4.51 4.52 2.89
C 1.96 1.05 1.52
C 0.90 3.52 -1.68
C 2.69 -9.87 -1.87
C 6.36 2.84 -2.39
C -12.92 4.26 -4.06
C 0.64 -4.19 5.23
C -2.32 -1.07 -6.46
C 3.07 -0.98 -1.77
C 4.69 3.35 8.53
C 8.34 5.90 0.82
C 0.70 7.62 9.09
C 4.66 -7.62 3.15
C 2.85 0.05 2.46
C 3.90 0.60 3.41
C -7.66 3.97 -11.51
C -13.11 1.73 -12.31
C -7.60 4.24 -6.87
C -4.37 -12.07 5.92
C 11.41 5.17 -2.37
C -9.65 8.91 -10.10
C -2.71 -1.13 -1.14
C -7.17 1.63 -2.09
C 2.62 1.09 12.05
H -8.18 2.04 -1.97
H -2.31 -1.44 -7.49
H 3.81 2.81 8.90
H 2.23 -1.47 -1.28
H -2.83 -2.14 -1.54
H -9.45 8.19 -10.90
H 3.35 -9.58 -1.04
H -0.24 -4.74 5.60
H 8.54 5.17 0.03
H 5.00 5.47 2.38
H -12.12 2.07 -12.01
H 0.98 0.45 1.21
H 8.60 -2.11 -1.45
H 0.03 8.48 9.11
H 1.09 2.79 -2.48
H 1.55 2.01 2.10
H 10.40 5.58 -2.25
H -13.21 3.63 -4.91
H 2.94 5.40 4.37
H 1.62 -10.62 2.65
H 5.40 -8.43 3.06
H -7.12 4.44 -5.91
H -7.18 4.17 -10.54
H -3.71 -11.78 6.75
H 7.10 2.03 -2.48
H 2.58 1.43 0.60
H 5.61 2.75 1.80
H 1.74 0.55 12.42
H -0.72 -12.27 9.66

The value obtained for the energy is -180056.1921 Ha. The HOMO-LUMO gap is 7.314 eV. The charge is +1.